DFT (the ωB97M-V functional and the def2-TZVPD basis) results for C31H34N2PdS2Sb2 as an isolated structure.

Element x y z (Å)
Pd  -0.02035  0.07186  0.69721
C  1.81192  -2.25008  -0.08211
C  0.96157  -3.02286  0.92733
C  -0.42799  -2.43330  1.20002
Sb  -1.30062  -1.16263  2.88956
C  -0.01402  0.48129  3.43123
C  -0.32091  1.75617  2.93937
C  0.54858  2.82354  3.13676
C  1.72143  2.63600  3.84905
C  2.01494  1.38567  4.38538
C  1.15762  0.31911  4.17068
C  -0.51989  -2.45398  4.42688
C  -0.66091  -1.99909  5.73881
C  -0.23371  -2.76270  6.81447
C  0.34166  -4.00775  6.59625
C  0.47427  -4.48013  5.30008
C  0.04232  -3.71016  4.22589
Sb  2.63861  -0.49985  0.88047
C  3.89020  0.19173  -0.69030
C  3.27074  0.63790  -1.85585
C  4.02594  1.15964  -2.89614
C  5.40574  1.25359  -2.77434
C  6.02697  0.82516  -1.61031
C  5.27174  0.29707  -0.57078
C  4.05310  -1.73000  1.92387
C  4.90326  -2.58119  1.22018
C  5.76163  -3.43842  1.89234
C  5.77742  -3.46179  3.28136
C  4.93804  -2.61909  3.99234
C  4.08635  -1.75440  3.31419
H  1.21676  -1.96426  -0.95198
H  2.64926  -2.86350  -0.42066
H  1.52179  -3.17220  1.85654
H  0.79376  -4.03126  0.52600
H  -1.07850  -3.22521  1.59577
H  -0.90901  -2.14970  0.25618
H  -1.25540  1.92507  2.41730
H  0.30750  3.79372  2.72261
H  2.40486  3.46182  3.99969
H  2.92036  1.24542  4.96383
H  1.40100  -0.65310  4.58201
H  -1.09742  -1.02407  5.93278
H  -0.34993  -2.38483  7.82243
H  0.68007  -4.60594  7.43240
H  0.91858  -5.45069  5.11782
H  0.15742  -4.11267  3.22796
H  2.18983  0.58927  -1.95434
H  3.53384  1.50071  -3.79805
H  5.99486  1.66658  -3.58320
H  7.10210  0.90288  -1.50706
H  5.77238  -0.03489  0.33154
H  4.90393  -2.57619  0.13552
H  6.41922  -4.09095  1.33148
H  6.44504  -4.13388  3.80519
H  4.94276  -2.62974  5.07509
H  3.44016  -1.09748  3.88133
S  -0.48808  1.66449  -0.70831
S  -1.17195  -1.50712  -2.50115
C  -1.02997  -3.10640  -2.97397
N  -0.45217  -3.45448  -4.14150
C  -0.29598  -4.81741  -4.62236
C  -0.21257  -5.75923  -3.43396
C  -1.41866  -5.52118  -2.54242
N  -1.46489  -4.11465  -2.18524
H  -0.12640  -2.67863  -4.69174
H  0.60908  -4.86969  -5.22694
H  -1.13961  -5.09658  -5.26296
H  0.69953  -5.55056  -2.87042
H  -0.17988  -6.79536  -3.76854
H  -1.35175  -6.10974  -1.62747
H  -2.33469  -5.82138  -3.06376
H  -1.94551  -3.81125  -1.35557

Properties
* gap between HOMO and LUMO (spin up / spin down): 0.2799 / 0.2304 Eh
* spin multiplicity: 3
* HOMO energy (spin up / spin down): -0.266 / -0.264 Eh
* relative energy (zero: lowest compared OMol25 entry of this formula, charge and spin): 0.0 kcal/mol
* lowest unoccupied orbital energy (spin up / spin down): 0.3904 / -0.9122 eV

DFT (the ωB97M-V functional and the def2-TZVPD basis) results for a 11-piece molecular cluster, C37H100F3N8O15S overall at a distorted geometry.

Element x y z (Å)
C  6.74880  0.54566  3.68697
F  7.61909  0.97813  2.73571
F  5.63161  1.29922  3.66091
F  6.43839  -0.74666  3.49203
S  7.67783  0.72897  5.41090
O  8.78499  -0.23080  5.32308
O  8.13168  2.15830  5.38527
O  6.70125  0.44652  6.46220
C  14.84727  2.20614  9.68726
C  14.27589  1.45234  8.49247
O  15.29647  1.20231  7.51104
O  15.96051  1.53669  10.27103
H  14.00700  2.33229  10.37000
H  15.16400  3.19416  9.35320
H  13.34978  1.90853  8.14272
H  13.95667  0.47420  8.85225
H  15.50782  2.02836  7.06993
H  16.44902  1.38800  9.45810
C  8.74948  2.31510  12.30804
C  9.36445  3.22198  13.42997
O  9.54070  4.54652  12.94753
O  7.40501  2.62451  11.98667
H  8.97228  1.33360  12.72651
H  9.33623  2.38378  11.39201
H  10.30286  2.77921  13.76376
H  8.70261  3.24321  14.29577
H  9.63224  5.12277  13.70986
H  7.26738  2.14851  11.16443
C  1.14786  5.02218  10.00892
C  1.80564  4.12403  9.04182
C  0.79497  3.10282  8.33756
O  0.16147  2.25347  9.31802
C  1.02686  1.54089  10.15142
N  2.39664  5.02051  8.03019
H  1.89126  5.56878  10.58917
H  0.48565  4.48675  10.68929
H  0.54677  5.77140  9.49371
H  2.56859  3.41035  9.35273
H  1.16846  2.48025  7.52453
H  -0.00400  3.72933  7.94105
H  1.44482  2.10248  10.98690
H  1.78223  1.04806  9.53935
H  0.50860  0.71358  10.63625
H  1.77294  5.74835  7.71184
H  2.52075  4.55405  7.14300
C  9.07305  -4.39741  10.23626
C  9.14515  -5.59546  9.38634
C  8.22540  -5.52839  8.09609
O  6.82819  -5.26849  8.37980
C  5.92720  -5.09856  7.27157
N  10.55551  -5.68393  8.91763
H  8.07409  -4.21307  10.63149
H  9.17945  -3.53294  9.58092
H  9.79668  -4.27613  11.04233
H  9.04157  -6.48266  10.01102
H  8.31714  -6.44627  7.51543
H  8.68089  -4.82329  7.40079
H  4.95493  -5.46786  7.59777
H  6.25045  -5.74252  6.45368
H  5.77340  -4.03355  7.09787
H  11.12400  -5.60271  9.74849
H  10.77611  -4.95219  8.25733
C  13.97187  5.99414  3.08112
C  15.21816  6.66410  3.67587
C  14.89132  7.50644  4.94170
O  13.91281  8.52271  4.57885
C  14.35192  9.57098  3.63910
N  16.13860  5.63037  4.04350
H  13.45919  6.67827  2.40494
H  13.36563  5.42814  3.78837
H  14.26630  5.20050  2.39442
H  15.89018  7.16511  2.97911
H  15.83111  7.91733  5.31058
H  14.44737  6.78913  5.63197
H  13.78318  10.49423  3.74978
H  14.29478  9.27654  2.59118
H  15.41855  9.67940  3.83569
H  16.53891  5.24245  3.20126
H  16.94630  6.12983  4.38741
C  12.69589  -4.90295  2.27090
C  13.06979  -3.40763  2.42196
C  12.19238  -2.43156  1.59702
O  12.48580  -2.38606  0.17660
C  11.83851  -1.34611  -0.49272
N  12.98431  -3.11648  3.82874
H  11.66935  -5.13834  2.55182
H  13.32171  -5.55874  2.87620
H  12.88539  -5.25803  1.25792
H  14.09958  -3.30442  2.07995
H  12.23876  -1.42952  2.02348
H  11.16180  -2.74182  1.76947
H  10.75615  -1.35419  -0.36411
H  12.24942  -1.31435  -1.50180
H  12.14492  -0.39183  -0.06428
H  13.45297  -2.23625  3.98889
H  12.07940  -2.73386  4.06293
C  -0.45801  -1.84834  2.14532
C  -0.71478  -3.16771  1.36273
C  -1.25162  -4.24064  2.31918
O  -2.47405  -3.88746  2.98150
C  -3.14723  -5.01426  3.50887
N  -1.63150  -2.83654  0.28636
H  -1.40574  -1.31968  2.24741
H  0.23332  -1.14024  1.68843
H  0.01897  -1.95549  3.11954
H  0.23598  -3.52527  0.96737
H  -0.47711  -4.53603  3.02697
H  -1.53031  -5.11437  1.73010
H  -3.47312  -5.64771  2.68387
H  -4.10489  -4.98353  4.02853
H  -2.51674  -5.66969  4.10970
H  -2.46196  -2.49356  0.74766
H  -1.23778  -1.97886  -0.07344
C  7.77316  10.35476  3.82858
C  7.71780  8.89370  3.54117
C  8.09302  8.52806  2.09095
O  7.10880  8.84201  1.14898
C  7.58438  8.76091  -0.22119
N  8.69667  8.27065  4.47458
H  8.79863  10.72423  3.82731
H  7.37105  10.67540  4.78962
H  7.13686  10.96824  3.19073
H  6.68997  8.57010  3.70528
H  8.22361  7.44688  2.04516
H  9.06033  8.92381  1.78144
H  6.77987  8.79422  -0.95586
H  8.28674  7.93840  -0.35637
H  8.13732  9.67909  -0.41944
H  9.57416  8.65749  4.15759
H  8.72240  7.31068  4.16170
C  0.75033  8.73715  1.99838
C  0.01051  7.39248  2.23373
C  0.87944  6.12548  1.71531
O  0.75738  6.16627  0.30808
C  1.80323  5.56392  -0.38589
N  -0.22081  7.21865  3.64754
H  0.93464  8.87327  0.93273
H  1.67621  8.88060  2.55540
H  0.11958  9.61339  2.14821
H  -0.88382  7.30632  1.61660
H  0.45446  5.20964  2.12608
H  1.87911  6.19718  2.14382
H  1.55106  5.52683  -1.44567
H  2.00954  4.53396  -0.09483
H  2.75707  6.08993  -0.34591
H  -0.85969  6.46829  3.86864
H  -0.66837  8.02979  4.04985
C  2.80908  -6.96250  -5.92258
C  2.77344  -7.97346  -4.70942
C  3.44857  -7.30947  -3.52178
O  4.59660  -6.47093  -3.75667
C  5.09152  -6.01474  -2.50891
N  1.34131  -8.35669  -4.44139
H  2.04270  -6.20038  -5.78140
H  2.60592  -7.42722  -6.88739
H  3.79811  -6.51545  -6.02289
H  3.31034  -8.88967  -4.95520
H  3.68285  -8.20296  -2.94309
H  2.72267  -6.62216  -3.08729
H  4.64121  -5.07757  -2.18174
H  6.09700  -5.64541  -2.71068
H  5.08494  -6.68466  -1.64910
H  1.35065  -8.99702  -3.66037
H  1.08286  -9.03938  -5.13942

Properties
* net charge: -1
* gap between HOMO and LUMO: 0.2847 Eh
* HOMO energy: -0.215 Eh
* relative energy (zero: lowest compared OMol25 entry of this formula, charge and spin): 118.8 kcal/mol
* lowest unoccupied orbital energy: 1.8993 eV

DFT (the ωB97M-V functional and the def2-TZVPD basis) results for a 13-piece molecular cluster, C28H79Cl10O30P7 overall at a distorted geometry.

Element x y z (Å)
C  26.55981  -25.53275  -15.52363
O  27.07292  -26.29428  -16.62883
P  26.67499  -25.94009  -18.09654
O  27.24412  -26.84617  -19.08129
O  25.08433  -25.85050  -18.09422
C  24.35524  -26.95114  -18.61761
O  27.06558  -24.40805  -18.21643
C  26.33384  -23.54756  -19.08785
H  25.94678  -24.69431  -15.85626
H  27.34263  -25.14116  -14.88598
H  25.91431  -26.19681  -14.95112
H  24.96574  -27.84083  -18.74956
H  23.87899  -26.70297  -19.56821
H  23.53722  -27.19219  -17.93434
H  26.95170  -23.30271  -19.94725
H  26.16044  -22.61429  -18.54383
H  25.35713  -23.95108  -19.33265
C  30.26269  -22.59645  -14.50598
O  29.12126  -23.11142  -13.81369
P  27.72363  -22.41290  -13.88442
O  26.63154  -23.16861  -13.29555
O  27.55060  -22.02089  -15.39807
C  26.43778  -21.21323  -15.80086
O  27.92649  -20.98749  -13.19540
C  27.91426  -20.92123  -11.75586
H  31.12616  -22.90478  -13.91628
H  30.24110  -21.51360  -14.56174
H  30.36152  -23.06720  -15.48350
H  25.84152  -20.84441  -14.96962
H  25.81650  -21.77946  -16.49269
H  26.83476  -20.35770  -16.35023
H  27.84313  -21.90036  -11.28155
H  27.01662  -20.38094  -11.45142
H  28.81099  -20.39878  -11.43323
C  26.81720  -21.85611  -22.01982
O  27.61717  -21.35837  -20.94644
P  27.97822  -19.83022  -20.87002
O  26.87072  -18.94396  -21.21477
O  29.27839  -19.64340  -21.74604
C  29.08355  -19.44334  -23.16236
O  28.53208  -19.78511  -19.42301
C  28.89471  -18.56401  -18.76184
H  27.33099  -22.70116  -22.47544
H  26.57364  -21.09997  -22.76565
H  25.86367  -22.22358  -21.63092
H  29.54377  -20.26461  -23.70596
H  29.66875  -18.56854  -23.45489
H  28.04967  -19.26653  -23.44657
H  29.89296  -18.62764  -18.33240
H  28.19524  -18.46486  -17.94250
H  28.83822  -17.70071  -19.42389
C  35.26382  -14.11295  -26.26814
O  35.76598  -15.30568  -25.66047
P  34.93542  -16.61938  -25.91860
O  34.78728  -17.05894  -27.29489
O  35.67820  -17.66873  -25.00501
C  35.76200  -17.46753  -23.58912
O  33.58545  -16.25821  -25.17108
C  32.41944  -17.01663  -25.46817
H  36.10411  -13.51424  -26.61055
H  34.69635  -13.53573  -25.53558
H  34.61088  -14.30352  -27.12146
H  34.93051  -16.86916  -23.21684
H  36.68971  -16.94603  -23.35034
H  35.76185  -18.43091  -23.08671
H  32.07138  -17.48757  -24.54215
H  32.63741  -17.84165  -26.14617
H  31.62008  -16.38312  -25.84020
C  26.81528  -27.77192  -26.03950
O  28.00016  -27.13639  -25.55031
P  28.75797  -27.66610  -24.28699
O  27.92556  -28.13931  -23.18460
O  29.73200  -28.74714  -24.88945
C  30.74216  -29.33432  -24.04511
O  29.72314  -26.47509  -23.94168
C  29.20657  -25.13873  -23.81759
H  26.88534  -28.85082  -25.91063
H  26.74256  -27.53079  -27.09587
H  25.93286  -27.39340  -25.52734
H  30.72746  -30.41339  -24.20665
H  30.59422  -29.11821  -22.98993
H  31.73182  -29.00964  -24.37173
H  29.53346  -24.51298  -24.65178
H  29.66490  -24.72210  -22.92314
H  28.11770  -25.13822  -23.79705
C  33.36535  -17.36758  -20.12200
O  32.86520  -18.22092  -19.10746
P  33.77016  -18.46133  -17.82199
O  35.13289  -18.86037  -18.09568
O  33.63436  -17.14879  -16.96289
C  32.35196  -16.56868  -16.80558
O  32.89096  -19.49237  -17.03099
C  32.76990  -20.81259  -17.57822
H  33.54511  -17.94447  -21.02645
H  34.28109  -16.83716  -19.85014
H  32.62383  -16.59514  -20.34490
H  32.09962  -16.46527  -15.75387
H  31.53036  -17.11591  -17.26977
H  32.35042  -15.57024  -17.24846
H  33.63673  -21.07550  -18.18707
H  31.88437  -20.91385  -18.20541
H  32.70703  -21.53116  -16.76254
C  30.17466  -25.26654  -19.92567
O  31.25168  -24.32742  -20.10713
P  31.96472  -23.74016  -18.83611
O  32.97231  -22.73346  -19.10955
O  30.81944  -23.23105  -17.90550
C  30.04181  -22.16348  -18.43612
O  32.44058  -25.00397  -18.03149
C  33.74671  -25.48552  -18.32200
H  29.35205  -24.96268  -20.56848
H  29.84530  -25.34699  -18.89322
H  30.50716  -26.25515  -20.23955
H  29.73190  -21.50959  -17.61881
H  29.12186  -22.51502  -18.89633
H  30.61393  -21.55691  -19.14060
H  34.45984  -24.71247  -18.60380
H  33.73109  -26.22130  -19.13092
H  34.09887  -25.98704  -17.42345
C  23.74736  -18.41287  -21.32952
C  23.61049  -18.89978  -22.73834
O  22.81983  -18.02386  -23.53590
O  24.64015  -17.29944  -21.19108
H  24.04651  -19.20482  -20.62766
H  22.77979  -18.05160  -20.96505
H  23.07877  -19.85393  -22.71540
H  24.58881  -19.06718  -23.20760
H  23.26396  -17.17012  -23.57979
H  25.53326  -17.65492  -21.33361
C  28.96594  -17.94507  -14.28340
Cl  29.28363  -19.21714  -15.45519
Cl  29.43262  -16.34690  -14.85393
H  27.90927  -17.88162  -14.04972
H  29.48655  -18.19535  -13.36780
C  28.82984  -20.46236  -27.23330
Cl  29.44502  -18.94567  -26.56290
Cl  28.88272  -21.72460  -25.99739
H  27.80851  -20.31688  -27.56166
H  29.43379  -20.74893  -28.08479
C  24.73912  -15.32091  -16.99847
Cl  24.54945  -14.40570  -15.49348
Cl  25.92898  -16.62647  -16.80477
H  23.79446  -15.76030  -17.27439
H  25.08310  -14.65984  -17.77630
C  32.28368  -21.46023  -21.85674
Cl  31.66728  -22.55062  -23.12194
Cl  33.05856  -20.04421  -22.58179
H  31.45538  -21.20698  -21.21566
H  33.07004  -22.02191  -21.38182
C  27.61606  -15.91980  -24.30035
Cl  28.27640  -15.79660  -22.68698
Cl  28.74215  -15.37990  -25.54910
H  27.37111  -16.94576  -24.55046
H  26.71624  -15.32250  -24.37169

Properties
* gap between HOMO and LUMO: 0.3701 Eh
* HOMO energy: -0.368 Eh
* lowest unoccupied orbital energy: 0.0443 eV

Computed M (g/mol) in order:
848.70 986.31 1467.26